--- one ---
16
Properties=species:S:1:pos:R:3 method="wB97M-V/def2-TZVPD" smiles="C=CCSCC" e_lumo_ev=1.06 total_charge=0 orbital_gap_ha=0.353
C -2.48076 0.61277 -0.23881
C -1.80888 -0.67316 0.06280
C 0.89870 -0.05477 0.61644
C 2.32778 -0.37052 0.31692
C 2.92599 0.31715 -0.62599
H -2.05663 1.48955 0.29920
H -2.39493 0.80277 -1.30196
H -3.56247 0.50420 -0.02890
H -2.39847 -1.50812 -0.35080
H -1.78684 -0.76972 1.15596
H 0.68330 -0.44454 1.57794
H 0.66162 1.01444 0.61814
H 2.74960 -1.34084 0.65951
H 2.49139 1.18612 -1.05925
H 3.87646 0.08830 -1.06599
S -0.12586 -0.85365 -0.63520

--- two ---
16
Properties=species:S:1:pos:R:3 method="wB97M-V/def2-TZVPD" smiles=SCCC1CC1 e_lumo_ev=1.04 total_charge=0 orbital_gap_ha=0.369
C -0.54596 -0.65769 -0.45138
C 0.83644 -0.16042 0.06093
C 0.92843 1.14231 0.97643
C -0.10172 1.67257 1.92285
C 0.24373 2.47119 0.69475
H -0.14276 -3.05146 -0.74865
H -1.24712 -0.87151 0.32585
H -1.05742 0.05178 -1.12992
H 1.34822 -1.00393 0.57202
H 1.53368 0.20817 -0.70474
H 1.92837 1.19384 1.31799
H -1.14062 1.46489 1.91263
H 0.32330 2.08379 2.95445
H 0.81730 3.45731 0.76872
H -0.52644 2.45151 -0.07725
S -0.62512 -2.04951 -1.52579

--- three ---
16
Properties=species:S:1:pos:R:3 method="wB97M-V/def2-TZVPD" smiles=CCC1(S)CC1 e_lumo_ev=0.94 total_charge=0 orbital_gap_ha=0.360
C 1.88154 -0.56056 0.42712
C 0.86131 -0.13783 -0.68260
C -0.53394 -0.08003 -0.11353
C -1.57829 0.94181 -0.43233
C -0.90085 0.98593 0.91205
H 2.90228 -0.53559 -0.01144
H 1.65838 -1.59694 0.71852
H 1.78932 0.09450 1.29837
H 0.91304 -0.85411 -1.50495
H 1.10376 0.83147 -1.03073
H -1.18801 -2.13309 -1.02840
H -2.61413 0.59269 -0.48996
H -1.35764 1.66359 -1.19064
H -1.38576 0.63695 1.78240
H -0.26850 1.84848 1.12334
S -1.28250 -1.69726 0.22279

--- four ---
16
Properties=species:S:1:pos:R:3 method="wB97M-V/def2-TZVPD" smiles=CC1(C)CSC1 e_lumo_ev=0.89 total_charge=0 orbital_gap_ha=0.346
C 1.57696 -0.06964 -0.16393
C 0.06289 0.02837 -0.05289
C -0.70438 0.06141 -1.30876
C -0.39482 1.11332 0.93631
C -0.47049 -1.14469 0.79809
H 1.95890 -0.18051 0.82364
H 1.90996 -0.93795 -0.73232
H 1.87976 0.87609 -0.66116
H -0.51967 -0.77278 -1.93945
H -1.79050 0.11191 -1.15688
H -0.47885 0.99745 -1.80425
H 0.25458 1.88624 1.25233
H -1.24053 1.56624 0.48966
H -1.42049 -1.44452 0.36242
H 0.20993 -2.00339 0.88151
S -0.83324 -0.08755 2.27568

So which one is most stable? That would be four, about 4.7 kcal/mol below the next structure.

--- one ---
16
Properties=species:S:1:pos:R:3 method="wB97M-V/def2-TZVPD" smiles="CC(C)(C)C=S" e_lumo_ev=-0.33 total_charge=0 orbital_gap_ha=0.309
C -0.84822 1.53865 -0.29154
C -0.69306 0.03807 -0.01151
C -1.00130 -0.27429 1.50772
C -1.79343 -0.70568 -0.83043
C 0.63629 -0.62466 -0.39782
H -0.37249 1.99628 0.51950
H -0.36598 1.84616 -1.23854
H -1.93910 1.77202 -0.39022
H -0.71020 0.50809 2.28766
H -0.56959 -1.28042 1.60353
H -2.06880 -0.44467 1.57054
H -2.83196 -0.19602 -0.73366
H -1.95196 -1.81513 -0.52014
H -1.51422 -0.74750 -1.90816
H 0.55617 -1.65487 -0.71789
S 2.12291 0.01147 -0.02070

--- two ---
16
Properties=species:S:1:pos:R:3 method="wB97M-V/def2-TZVPD" e_lumo_ev=-1.39 total_charge=0 orbital_gap_ha=0.273
C 1.92617 -0.11485 -0.80369
C 0.94825 0.03459 0.32024
C -0.18825 1.13164 0.10121
C -1.26226 0.10940 0.18177
C -0.12540 -1.17090 0.27359
H 1.10285 -0.06241 -1.69633
H 2.51784 0.67571 -0.53934
H 2.57148 -0.89128 -0.67997
H 1.52176 0.08336 1.23972
H -0.29628 1.90509 0.85487
H 0.37663 1.57292 -1.03488
H -1.55968 0.30815 1.16550
H -4.33380 -0.02409 1.01632
H -0.18618 -2.01114 1.04644
H -0.19510 -1.47273 -0.91310
S -2.81804 -0.07344 -0.53238

So which one is most stable? That would be one, about 134.2 kcal/mol below the next structure.

--- one ---
16
Properties=species:S:1:pos:R:3 method="wB97M-V/def2-TZVPD" e_lumo_ev=0.48 total_charge=0 orbital_gap_ha=0.310
C 2.21112 -1.04749 -1.00905
C 1.71615 -2.24036 -0.95179
C -0.12532 -0.02735 0.51322
C -1.09504 0.15714 -0.64123
C 0.02729 2.94056 0.70194
S 0.60995 1.23191 1.27612
H 1.68843 -0.23513 -1.49017
H 3.21878 -0.84543 -0.72877
H 2.28015 -2.99429 -0.39063
H 0.61782 -2.52007 -1.07159
H -1.82379 0.90393 -0.40429
H -1.35456 -0.84583 -0.99869
H -0.43580 0.71901 -1.39653
H 0.57268 3.03985 -0.17101
H 0.38194 3.63356 1.40413
H -1.10004 3.08404 0.61722

--- two ---
16
Properties=species:S:1:pos:R:3 method="wB97M-V/def2-TZVPD" smiles=C1CCSCC1 e_lumo_ev=1.04 total_charge=0 orbital_gap_ha=0.348
S -1.06392 -0.11280 -0.06357
C -0.09645 1.08046 -1.06505
C -0.42151 0.24710 1.62639
C 1.40993 0.94220 -0.76159
C 1.10708 0.18086 1.77093
C 1.86172 1.04575 0.73636
H -0.33042 0.88219 -2.14408
H -0.42387 2.11276 -0.83952
H -0.91699 -0.41164 2.31952
H -0.72948 1.24961 1.87200
H 1.69526 -0.05245 -1.14260
H 1.94535 1.67749 -1.38401
H 1.43116 -0.86474 1.66202
H 1.38077 0.56952 2.77259
H 1.68570 2.07538 1.11069
H 2.92344 0.87100 0.80990

So which one is most stable? That would be two, about 103.1 kcal/mol below the next structure.

--- one ---
12
Properties=species:S:1:pos:R:3 method="wB97M-V/def2-TZVPD" smiles="O=c1nccccn1" e_lumo_ev=-1.01 total_charge=0 orbital_gap_ha=0.314
C -0.08923 -0.92044 0.83796
C 1.41483 0.05330 -0.51088
C 0.88743 1.45613 -0.54499
C -0.39488 1.63046 -0.71727
C -1.22324 0.57269 -0.77355
H 2.51313 0.03023 -0.88580
H 1.64598 2.36772 -0.85022
H -0.68980 2.57830 -1.32021
H -2.10849 0.80548 -1.38042
N 1.00353 -0.99223 0.17639
N -1.06801 -0.47309 -0.15644
O -0.55986 -1.53467 1.81868

--- two ---
12
Properties=species:S:1:pos:R:3 method="wB97M-V/def2-TZVPD" smiles="O=c1cncccn1" e_lumo_ev=-0.27 total_charge=0 orbital_gap_ha=0.365
C 0.41263 -1.26159 -0.03714
C 0.67441 -0.65500 -1.18679
C 0.28463 1.30689 -0.33873
C -0.36996 0.97700 0.72805
C -1.26305 -0.33251 0.70073
H 0.87988 -1.47422 -1.96444
H 0.82807 2.25218 -0.44853
H -0.22421 1.73394 1.59287
H -2.15542 -0.22287 1.53878
N 0.41578 0.57936 -1.57746
N -0.95466 -1.51662 0.22511
O 1.47190 -1.38656 0.76755

--- three ---
12
Properties=species:S:1:pos:R:3 method="wB97M-V/def2-TZVPD" e_lumo_ev=-0.67 total_charge=0 orbital_gap_ha=0.293
C -0.72269 -0.51961 0.44109
C -1.78942 0.20895 0.01907
C 0.37071 0.22801 0.01802
C 1.71234 -0.17479 -0.21675
C 2.80487 -0.69072 -0.48642
H 0.44943 -1.33309 1.92041
H -2.87453 0.35846 0.14889
H -1.65141 2.26700 -1.06201
H 3.71117 -1.42257 -0.67963
N -1.31961 1.36422 -0.54474
N -0.03798 1.35356 -0.63335
O -0.65287 -1.63942 1.07541

So which one is most stable? That would be one, about 23.2 kcal/mol below the next structure.

--- one ---
12
Properties=species:S:1:pos:R:3 method="wB97M-V/def2-TZVPD" e_lumo_ev=0.67 total_charge=0 orbital_gap_ha=0.318
C -2.34842 -0.51375 0.21626
C -0.13527 -0.19415 -0.21852
C 0.68739 0.84130 -0.16579
N 2.05444 0.50704 0.00634
C 2.34515 -0.77141 -0.03449
N -1.09353 -0.91905 -0.38155
H -2.21063 0.24185 1.00001
H -2.93644 -1.36026 0.55892
H -2.85864 -0.04236 -0.62833
H 0.35474 1.81773 -0.49970
H 2.70890 1.28502 0.05565
H 3.43231 -0.89196 0.09122

--- two ---
12
Properties=species:S:1:pos:R:3 method="wB97M-V/def2-TZVPD" smiles=N1[C@H]2[C@@H]1[C@H]1N[C@@H]21 e_lumo_ev=1.30 total_charge=0 orbital_gap_ha=0.384
N -0.93004 -1.23444 -0.34144
C -0.02101 -0.36575 -1.06582
C -1.11461 0.18843 -0.23849
C -0.04760 0.85021 0.70027
N 0.99138 -0.02452 1.22790
C 1.04686 0.34079 -0.15550
H -0.53756 -1.60684 0.51961
H 0.06221 -0.46162 -2.14151
H -2.06712 0.63269 -0.51709
H -0.17088 1.85099 1.09727
H 0.85435 -1.01446 1.43159
H 1.93399 0.84453 -0.51679

--- three ---
12
Properties=species:S:1:pos:R:3 method="wB97M-V/def2-TZVPD" e_lumo_ev=0.76 total_charge=0 orbital_gap_ha=0.327
C -1.69529 -0.17319 0.01793
C -0.19925 -0.08789 0.01243
C 0.74192 -1.09558 0.09848
C 2.03287 -0.57819 -0.13744
N 1.83729 0.78459 -0.32198
N 0.46330 1.08040 -0.12514
H -2.13508 0.49096 0.76789
H -2.11382 0.09758 -0.95865
H -2.00890 -1.19629 0.24153
H 0.53776 -2.13315 0.31261
H 2.50759 0.89322 0.46244
H 0.06252 1.98219 -0.35037

So which one is most stable? That would be three, about 14.6 kcal/mol below the next structure.

--- one ---
12
Properties=species:S:1:pos:R:3 method="wB97M-V/def2-TZVPD" e_lumo_ev="-1.23 / -0.87" total_charge=0 orbital_gap_ha="0.250 / 0.263"
C 1.24367 1.31301 0.13340
N 0.33179 0.49212 -0.63576
C -0.98561 -0.49489 -0.56682
C -1.84190 -0.97293 0.30162
C 0.67239 -1.21687 -0.30488
N 1.27460 -2.18760 -0.08011
H -0.68333 0.98096 -0.85476
H 1.22003 2.31796 -0.29584
H 0.99219 1.39428 1.19397
H 2.26524 0.93614 0.03782
H -2.86136 -0.60387 0.34447
H -1.62772 -1.95831 0.72689

--- two ---
12
Properties=species:S:1:pos:R:3 method="wB97M-V/def2-TZVPD" smiles=N#CC1(N)CC1 e_lumo_ev=0.90 total_charge=0 orbital_gap_ha=0.384
N -1.50066 -0.74031 0.44107
C -0.17685 0.01274 0.06388
C 0.88275 -0.20193 -1.07056
C 1.33329 -0.28464 0.34969
C -0.73719 1.29954 0.30686
N -1.32443 2.26709 0.54144
H -1.86406 -0.55593 1.39343
H -2.30788 -0.52041 -0.16438
H 1.22971 0.63900 -1.69132
H 0.86008 -1.13423 -1.63047
H 1.59806 -1.27321 0.71724
H 2.00718 0.49232 0.74311

--- three ---
12
Properties=species:S:1:pos:R:3 method="wB97M-V/def2-TZVPD" e_lumo_ev=-0.36 total_charge=0 orbital_gap_ha=0.312
C -2.17118 0.18022 0.83336
C 1.11146 1.16110 -0.49442
C 1.95737 0.50751 0.30082
C -1.51322 -0.31628 -0.35944
N -2.74589 0.75190 1.68795
N -0.99863 -1.51006 -0.54215
H 0.21713 1.66878 0.00107
H 1.26890 1.18211 -1.59072
H 2.77891 -0.07914 0.09077
H 1.72547 0.49846 1.35100
H -0.70488 -2.21330 0.20738
H -0.92545 -1.83130 -1.48561

--- four ---
12
Properties=species:S:1:pos:R:3 method="wB97M-V/def2-TZVPD" smiles=Cc1cn[nH]c1 e_lumo_ev=1.03 total_charge=0 orbital_gap_ha=0.370
C -1.71258 -0.37919 0.08747
C -0.27896 0.06985 -0.02218
C 0.77767 -0.73740 -0.35230
N 1.91645 -0.05726 -0.12772
N 1.69057 1.19836 0.28950
C 0.36284 1.29052 0.31918
H -2.39400 0.29139 -0.43634
H -1.87435 -1.38954 -0.31736
H -2.02197 -0.41238 1.13935
H 0.80038 -1.71552 -0.78830
H 2.84220 -0.41019 -0.31934
H -0.10989 2.24279 0.52906

So which one is most stable? That would be four, about 42.7 kcal/mol below the next structure.